20
Properties=species:S:1:pos:R:3:forces:R:3 method="wB97M-V/def2-TZVPD" homo_lumo_gap_ev=8.9321 charge=+1 homo_ev=-12.82 smiles="C=C/N=C/[C@H]1[C@H](S)[N@H+]1C"
C -3.36853 -1.18449 -0.69924 -1.6 -2.8 -2.9
C -2.88548 -0.87955 0.48494 -3.4 0.6 -0.1
N -1.61700 -0.56294 0.76042 3.2 -0.5 1.7
C -0.65674 -0.29314 -0.00744 0.1 0.4 0.5
C 0.80019 -0.36569 0.42579 -0.3 -2.9 2.4
C 1.98262 -0.14557 -0.44143 -0.4 -0.8 -2.0
S 3.37418 -1.20070 0.02186 -0.1 0.4 -1.2
N 1.66976 0.83348 0.58608 -3.4 0.5 -1.2
C 0.96185 2.10279 0.38040 0.9 1.4 -0.6
H -4.41044 -1.69146 -1.00745 2.3 1.7 1.4
H -2.66234 -1.34834 -1.50922 0.0 0.3 -0.2
H -3.64989 -0.88724 1.25358 0.7 0.2 0.7
H -0.80798 -0.05889 -1.02760 -0.1 0.3 -1.4
H 0.98179 -1.16992 1.26774 -0.5 1.8 -1.7
H 1.87905 0.12639 -1.57127 0.2 -0.2 2.4
H 3.58362 -1.43173 -1.29123 0.4 -0.2 0.4
H 2.29243 0.90722 1.31264 1.9 -0.2 2.3
H 1.79361 2.67191 -0.06031 -1.1 0.7 -0.4
H 0.03171 1.99535 -0.21939 1.1 0.1 0.2
H 0.70757 2.58252 1.34114 0.1 -0.6 -0.3

20
Properties=species:S:1:pos:R:3:forces:R:3 method="wB97M-V/def2-TZVPD" homo_lumo_gap_ev="6.0436 / 6.6585" charge=+1 multiplicity=3 homo_ev="-9.43 / -13.68"
C 0.28701 -1.85086 0.53147 3.6 -2.8 0.4
C 1.42309 -1.00429 0.51853 0.0 -2.6 0.6
C -0.95923 -1.29271 0.36116 -0.2 -0.6 0.2
C 1.23586 0.35119 0.45612 2.0 0.6 0.7
C -1.08170 0.04519 0.24858 -4.6 0.7 0.9
C 2.34505 1.37221 0.52989 1.3 -1.6 -1.1
N -1.64529 -0.13598 -1.87195 3.7 -3.6 -1.7
N -0.04279 0.81224 0.39392 2.6 6.0 -0.3
S -2.73908 0.55349 0.70846 -0.4 -1.8 -0.6
H 0.37385 -2.96446 0.73019 0.1 1.7 -0.5
H 2.44954 -1.45022 0.65769 -1.3 0.7 -0.3
H -1.80505 -1.90493 0.32727 -1.3 -0.7 0.1
H 3.07238 1.25188 1.35897 -0.7 -0.3 -0.2
H 2.09244 2.42227 0.51090 -0.5 0.1 -0.2
H 2.95066 1.09786 -0.39251 -0.4 0.8 0.9
H -2.05728 -1.07481 -1.86922 -0.1 0.3 0.3
H -0.84726 -0.30347 -2.60054 -2.1 1.3 1.3
H 0.02427 1.86465 0.27432 -1.4 -1.9 0.1
H -2.38199 0.46040 -2.06214 -1.3 2.0 -1.1
H -2.69448 1.75034 1.18887 0.8 1.5 0.4

21
Properties=species:S:1:pos:R:3:forces:R:3 method="wB97M-V/def2-TZVPD" homo_lumo_gap_ev=8.4101 charge=+1 homo_ev=-11.67
C 2.89541 0.49777 0.36474 2.5 1.4 2.4
C 2.36077 -0.84116 0.15349 0.4 -0.9 -0.8
C 2.10832 1.42299 -0.14722 0.1 1.0 -1.2
C 1.13887 -0.54735 -0.66135 -0.2 -1.4 -0.4
C -2.56456 -0.28891 1.27430 -0.4 -2.0 2.5
C 1.08353 0.75594 -0.90150 -1.8 1.0 0.0
N -2.26835 0.79252 0.65383 1.6 2.8 -2.2
N -2.30041 -1.56176 0.89372 -0.6 4.8 -2.7
S 0.02739 -1.72014 -1.41177 0.8 0.6 -0.5
S -0.22494 1.45040 -1.92008 0.2 0.5 0.5
H 3.82341 0.73705 0.97888 -1.4 -0.6 -0.9
H 2.01406 -1.22080 1.14455 0.9 -0.6 -0.7
H 2.22326 2.47822 -0.20296 0.3 0.6 0.3
H -3.06672 -0.16657 2.28013 0.7 -0.2 -1.2
H -1.64062 0.87476 -0.25284 -1.3 -0.6 1.5
H 3.16884 -1.38428 -0.48395 -1.6 0.0 1.5
H -2.06979 -1.65119 -0.10690 0.4 -0.6 0.8
H -0.22907 2.78368 -1.56650 0.4 -0.9 -0.1
H -2.23245 -2.25958 1.54535 -0.2 -2.1 1.6
H -2.41440 1.76479 1.05842 -0.2 -2.1 -0.4
H 0.25170 -1.08025 -2.58862 -0.5 -0.7 0.0

Energy: -742.5229; -742.5080; -1140.8215 (Eh)
Relative energy (zero: lowest compared OMol25 entry of this formula, charge and spin): 5.0750; 0.5044; 1.9089 (eV)